(1)
Formula: C27H94O20
Source: the OMol25 dataset
Level of theory: ωB97M-V with the def2-TZVPD basis set

Its orbital gap is 0.3242 Ha. The LUMO energy comes out at -0.47 eV. The total energy is -2589.74205 a.u. For the HOMO energy, the calculation gives -9.29 eV. The calculation puts the molar mass at 739.03 g/mol. The relative energy (zero: lowest compared OMol25 entry of this formula, charge and spin) comes out at 0.0 kJ/mol. Its total charge is 0.

Last column: Löwdin charge in e.
CARTESIAN COORDINATES (ANGSTROEM)
O1 3.012 -0.036 -5.636  -0.0368
H1 2.790 0.193 -6.539  0.0403
H2 3.882 0.339 -5.501  0.0452
O2 2.883 4.130 -2.454  -0.0463
H3 3.019 4.717 -3.198  0.0431
H4 1.964 3.870 -2.519  0.0056
O3 0.405 -4.237 2.026  -0.0483
H5 0.820 -4.187 1.165  -0.0268
H6 0.955 -3.692 2.589  -0.0051
O4 -3.843 0.941 -5.624  -0.0536
H7 -4.510 0.351 -5.272  0.0001
H8 -3.090 0.376 -5.797  0.0035
O5 0.607 -1.231 -4.635  -0.0631
H9 0.502 -1.522 -5.541  -0.0228
H10 1.518 -0.945 -4.579  -0.0043
O6 -4.041 -5.159 -2.144  -0.0353
H11 -3.490 -5.765 -2.639  0.0561
H12 -3.490 -4.876 -1.414  0.0229
O7 0.561 -1.693 -7.314  -0.0249
H13 0.786 -2.569 -7.629  0.0636
H14 0.598 -1.141 -8.095  0.0586
O8 1.886 -4.277 -0.247  -0.0330
H15 1.918 -5.233 -0.202  0.0633
H16 2.557 -4.044 -0.889  0.0281
O9 0.574 3.356 -3.923  -0.0422
H17 -0.172 3.305 -4.519  0.0495
H18 1.321 3.070 -4.448  0.0346
O10 -1.040 -4.834 -1.839  -0.0352
H19 -0.268 -5.283 -1.495  0.0229
H20 -0.788 -3.911 -1.870  0.0281
O11 0.077 -4.455 4.777  -0.0611
H21 -0.413 -4.535 3.959  0.0071
H22 0.813 -3.882 4.561  -0.0277
C1 -3.303 0.227 2.927  -0.0594
C2 -2.774 1.639 3.177  -0.4609
C3 -3.803 2.755 3.223  -0.0511
O12 -2.202 1.716 4.489  -0.0837
H23 -3.698 0.091 1.920  0.0733
H24 -4.067 -0.136 3.616  0.0820
H25 -2.504 -0.506 3.036  0.0731
H26 -2.078 1.748 2.345  0.1239
H27 -4.541 2.596 2.436  0.0795
H28 -3.312 3.729 3.218  0.0748
H29 -4.380 2.670 4.143  0.0805
H30 -2.779 1.283 5.122  0.0978
C4 -4.794 -3.750 1.824  -0.0736
C5 -4.914 -5.172 1.288  -0.4711
C6 -5.647 -6.135 2.285  -0.0335
O13 -5.634 -4.964 0.081  -0.0771
H31 -4.067 -3.832 2.633  0.0785
H32 -5.754 -3.358 2.160  0.0784
H33 -4.505 -3.089 1.006  0.0678
H34 -3.898 -5.422 0.985  0.1271
H35 -6.543 -5.621 2.632  0.0748
H36 -5.064 -6.489 3.136  0.0714
H37 -5.901 -7.050 1.750  0.0693
H38 -5.089 -5.005 -0.708  0.0159
C7 3.915 -1.108 3.361  -0.0358
C8 3.276 -2.474 2.981  -0.4572
C9 4.176 -3.649 2.738  -0.0429
O14 2.277 -2.850 3.971  -0.0844
H39 4.357 -0.532 2.549  0.0744
H40 4.696 -1.280 4.101  0.0808
H41 3.269 -0.322 3.751  0.0522
H42 2.848 -2.303 1.994  0.1176
H43 5.069 -3.425 2.154  0.0887
H44 3.550 -4.434 2.314  0.0816
H45 4.477 -3.952 3.740  0.0853
H46 2.840 -2.956 4.741  0.0934
C10 -2.665 -2.072 -4.703  -0.0382
C11 -4.055 -1.999 -4.040  -0.4301
C12 -4.035 -1.220 -2.679  -0.0398
O15 -5.116 -1.553 -4.901  -0.0714
H47 -1.959 -2.699 -4.159  0.0810
H48 -2.295 -1.051 -4.797  0.0485
H49 -2.709 -2.322 -5.763  0.0851
H50 -4.344 -3.021 -3.796  0.1086
H51 -3.606 -1.793 -1.857  0.0520
H52 -4.944 -0.758 -2.294  0.0802
H53 -3.407 -0.345 -2.847  0.0682
H54 -6.020 -1.706 -4.615  0.1007
C13 -2.199 6.624 1.285  -0.0592
C14 -1.869 7.103 -0.099  -0.4751
C15 -1.569 5.909 -1.030  -0.0603
O16 -3.052 7.656 -0.683  -0.0708
H55 -3.252 6.765 1.528  0.0843
H56 -1.519 6.899 2.091  0.0791
H57 -2.019 5.550 1.305  0.0616
H58 -1.061 7.830 -0.178  0.1310
H59 -2.431 5.244 -1.082  0.0884
H60 -0.690 5.412 -0.622  0.0712
H61 -1.198 6.250 -1.997  0.0754
H62 -3.511 8.186 -0.027  0.0767
C16 5.868 -2.166 -2.528  -0.0408
C17 4.591 -2.031 -1.730  -0.5174
C18 4.167 -0.630 -1.519  -0.0551
O17 3.542 -2.798 -2.293  -0.0457
H63 5.689 -1.787 -3.534  0.0790
H64 6.121 -3.195 -2.785  0.0759
H65 6.747 -1.778 -2.014  0.0863
H66 4.681 -2.417 -0.714  0.1260
H67 3.310 -0.719 -0.852  0.0618
H68 3.869 -0.096 -2.421  0.0919
H69 4.819 -0.068 -0.850  0.0935
H70 2.714 -2.363 -2.076  0.0608
C19 4.943 8.471 -0.542  -0.0370
C20 4.615 6.936 -0.487  -0.5281
C21 3.808 6.563 0.752  -0.0544
O18 3.830 6.604 -1.536  -0.0629
H71 5.639 8.601 0.286  0.0693
H72 4.056 9.073 -0.346  0.0770
H73 5.408 8.774 -1.480  0.0726
H74 5.516 6.348 -0.665  0.1357
H75 3.793 5.486 0.917  0.0788
H76 2.774 6.905 0.789  0.0807
H77 4.198 7.119 1.605  0.0709
H78 3.795 5.650 -1.429  0.0475
C22 1.641 -0.711 6.595  -0.0339
C23 1.040 0.476 5.837  -0.4375
C24 0.550 0.214 4.415  -0.0644
O19 -0.175 0.848 6.551  -0.0775
H79 2.565 -0.982 6.085  0.0549
H80 0.965 -1.564 6.529  0.0828
H81 1.742 -0.578 7.672  0.0809
H82 1.611 1.402 5.767  0.1313
H83 0.218 1.107 3.885  0.0733
H84 -0.222 -0.555 4.400  0.0907
H85 1.352 -0.164 3.781  0.0396
H86 -0.589 1.451 5.929  0.0384
C25 -1.235 -0.863 -0.500  -0.0533
C26 -0.106 -0.067 -0.860  -0.5715
C27 0.792 0.527 0.285  -0.0087
O20 0.671 -0.844 -1.636  -0.0371
H87 -1.806 -1.272 -1.333  0.0564
H88 -1.850 -0.118 0.004  0.0847
H89 -0.927 -1.619 0.223  0.0989
H90 -0.423 0.820 -1.411  0.1437
H91 0.100 1.160 0.841  0.0640
H92 1.533 1.169 -0.191  0.0771
H93 1.160 -0.299 0.894  0.0708
H94 0.625 -0.688 -2.582  0.0658

(2)
Formula: CFN2OS
Source: the OMol25 dataset
Level of theory: ωB97M-V with the def2-TZVPD basis set

Its orbital gap is 0.2605 Ha. The LUMO energy comes out at 3.54 eV. The total energy is -720.82798 a.u. For the HOMO energy, the calculation gives -3.55 eV. The calculation puts the molar mass at 107.09 g/mol. The relative energy (zero: lowest compared OMol25 entry of this formula, charge and spin) comes out at 72.9 kJ/mol. Its total charge is -1. As for the structure (SMILES): N#C[N-]OSF.

Last column: natural (NBO) charge in e.
CARTESIAN COORDINATES (ANGSTROEM)
N1 2.000 -0.949 0.480  -0.5741
C1 1.151 -0.203 0.182  0.3499
N2 0.459 0.755 -0.268  -0.4056
O1 -0.982 0.915 -0.202  -0.5535
S1 -2.267 0.277 0.568  0.7434
F1 -2.810 -1.129 -0.369  -0.5600

(3)
Formula: C33H56N10O6
Source: the OMol25 dataset
Level of theory: ωB97M-V with the def2-TZVPD basis set

Its orbital gap is 0.3374 Ha. The LUMO energy comes out at 0.02 eV. The total energy is -2289.88071 a.u. For the HOMO energy, the calculation gives -9.16 eV. The calculation puts the molar mass at 688.88 g/mol. Its total charge is 0. As for the structure (SMILES): [H]/N=C\C[C@@]1(OCCNC[C@H](C)O)OC(=O)O[C@@]1(COCC)CC(C)C.CC#N.CC#N.CC#N.CC#N.CC#N.CC#N.CC#N.CC#N.

Last column: Löwdin charge in e.
CARTESIAN COORDINATES (ANGSTROEM)
H1 -0.239 -0.919 -3.074  0.0407
N1 -0.756 -0.393 -3.786  0.1421
C1 -1.138 0.680 -3.272  -0.2291
C2 -0.905 1.135 -1.842  -0.0390
C3 -0.930 0.027 -0.791  -0.3891
O1 0.122 -0.884 -0.737  -0.0287
C4 1.398 -0.320 -0.432  -0.1497
C5 2.466 -0.459 -1.516  -0.1862
N2 2.146 0.195 -2.785  -0.0485
C6 3.158 -0.096 -3.813  -0.2052
C7 2.610 -0.726 -5.097  -0.4128
C8 3.764 -1.070 -6.072  -0.0392
O2 1.783 0.212 -5.790  -0.0540
O3 -1.071 0.753 0.443  0.0662
C9 -1.352 -0.160 1.430  -0.5892
O4 -1.168 -0.020 2.553  0.2061
O5 -1.898 -1.206 0.818  0.0886
C10 -2.194 -0.882 -0.600  -0.1879
C11 -2.067 -2.318 -1.261  -0.1128
O6 -1.590 -3.272 -0.350  -0.1303
C12 -0.702 -4.228 -0.923  -0.2223
C13 0.663 -4.127 -0.197  -0.0500
C14 -3.603 -0.272 -0.468  -0.0505
C15 -4.395 0.163 -1.722  -0.3576
C16 -4.177 1.654 -2.143  -0.0770
C17 -4.274 -0.742 -2.956  -0.0738
H2 -1.677 1.376 -3.919  0.1053
H3 -1.565 1.932 -1.512  0.0989
H4 0.103 1.571 -1.819  0.1116
H5 1.779 -0.884 0.428  0.1296
H6 1.368 0.736 -0.145  0.1172
H7 3.388 0.015 -1.133  0.1182
H8 2.716 -1.502 -1.722  0.1190
H9 2.131 1.194 -2.629  0.1036
H10 3.607 0.867 -4.095  0.1141
H11 3.975 -0.698 -3.402  0.1131
H12 2.050 -1.626 -4.822  0.1327
H13 3.829 -0.287 -6.826  0.0774
H14 4.728 -1.162 -5.569  0.0729
H15 3.474 -1.982 -6.599  0.0731
H16 1.730 0.986 -5.224  0.0694
H17 -1.501 -2.269 -2.191  0.1071
H18 -3.092 -2.614 -1.523  0.1213
H19 -0.625 -4.172 -2.011  0.1178
H20 -1.107 -5.221 -0.698  0.1122
H21 0.561 -3.437 0.638  0.0722
H22 1.476 -3.810 -0.855  0.0616
H23 0.924 -5.126 0.164  0.0539
H24 -3.542 0.600 0.190  0.1248
H25 -4.217 -0.992 0.077  0.1408
H26 -5.451 0.131 -1.442  0.1256
H27 -3.687 2.228 -1.354  0.0470
H28 -3.685 1.748 -3.111  0.0573
H29 -5.156 2.125 -2.259  0.0673
H30 -3.254 -0.954 -3.276  0.0524
H31 -4.716 -1.715 -2.696  0.0780
H32 -4.874 -0.381 -3.792  0.0848
C18 2.059 0.860 3.225  -0.0496
C19 2.953 1.613 2.339  -0.2639
N3 3.642 2.191 1.643  0.1462
H33 2.407 -0.168 3.310  0.0878
H34 2.050 1.317 4.212  0.0848
H35 1.046 0.861 2.822  0.0568
C20 -0.664 4.327 0.473  -0.0499
C21 -1.265 5.075 -0.632  -0.2802
N4 -1.732 5.652 -1.490  0.1484
H36 -0.448 4.992 1.307  0.0862
H37 -1.355 3.551 0.800  0.0759
H38 0.263 3.862 0.142  0.0820
C22 6.486 2.609 -0.325  -0.0683
C23 6.164 2.096 -1.660  -0.2730
N5 5.908 1.697 -2.694  0.1379
H39 6.609 3.689 -0.367  0.0833
H40 5.679 2.369 0.366  0.0255
H41 7.410 2.157 0.029  0.0811
C24 -0.064 -6.921 3.431  -0.1040
C25 0.171 -7.581 2.140  -0.2874
N6 0.353 -8.081 1.134  0.1201
H42 -0.976 -7.309 3.880  0.0825
H43 0.767 -7.108 4.096  0.0380
H44 -0.168 -5.849 3.285  0.0700
C26 -1.182 9.237 -1.306  -0.0765
C27 0.200 9.649 -1.038  -0.2907
N7 1.270 9.969 -0.829  0.1222
H45 -1.711 9.091 -0.367  0.0756
H46 -1.691 10.005 -1.885  0.0795
H47 -1.188 8.304 -1.867  0.0526
C28 -4.753 5.706 0.673  -0.0582
C29 -5.353 4.382 0.464  -0.2689
N8 -5.819 3.358 0.301  0.1440
H48 -3.769 5.746 0.210  0.0394
H49 -5.381 6.473 0.223  0.0840
H50 -4.661 5.905 1.739  0.0821
C30 1.653 -7.033 7.881  -0.0537
C31 1.044 -6.312 6.762  -0.2539
N9 0.572 -5.732 5.905  0.1440
H51 1.873 -6.334 8.687  0.0748
H52 0.966 -7.794 8.246  0.0842
H53 2.575 -7.510 7.556  0.0827
C32 0.381 -1.752 7.076  -0.0654
C33 0.594 -2.688 8.183  -0.2868
N10 0.762 -3.417 9.038  0.1286
H54 0.767 -0.770 7.345  0.0779
H55 0.897 -2.110 6.188  0.0767
H56 -0.683 -1.671 6.861  0.0842

- Look up the orbital gap of the first one.
  0.3242 Ha

- What is the orbital gap in the third record?
  0.3374 Ha